1.
ORCA calculation (ωB97M-V with the def2-TZVPD basis set) on a molecular structure, C21H19AsCl2GaN4O2.

CARTESIAN COORDINATES (ANGSTROEM)
H: 2.442 -2.412 2.680
H: 0.752 -4.749 0.421
H: -1.608 -3.108 2.136
C: 1.265 -3.844 0.100
O: 2.745 2.138 0.457
C: 2.783 -1.230 -3.204
H: -4.697 -2.834 -3.504
C: -1.839 4.452 0.850
H: -4.541 -0.370 -2.966
Cl: -2.895 5.815 0.873
H: 1.087 3.337 2.130
C: -2.191 3.358 0.070
N: 0.679 1.101 0.626
C: 2.081 -1.642 2.000
C: -1.881 -2.749 -1.656
H: 1.172 -3.741 -0.979
H: 4.353 0.946 -1.110
C: 3.594 0.314 -1.551
H: 2.321 -3.928 0.351
C: 3.821 -0.478 -2.667
H: -0.498 -2.394 3.317
Ga: -0.301 -0.282 -0.308
O: -3.566 1.592 -1.802
C: -2.748 -0.627 -1.867
H: 2.930 -1.838 -4.085
C: -0.568 -3.048 2.450
N: -1.787 -1.439 -1.408
H: -1.112 -3.382 -1.234
C: -2.687 0.833 -1.450
H: 2.873 -1.385 1.297
H: 4.799 -0.501 -3.130
C: -0.670 4.443 1.596
N: 1.335 -0.422 -1.516
Cl: -0.226 5.791 2.575
C: 0.170 3.337 1.561
C: -2.909 -3.290 -2.402
H: 0.692 -1.735 -2.969
N: -1.619 1.060 -0.667
As: 0.533 -2.296 1.038
H: -2.945 -4.356 -2.575
H: -3.103 3.366 -0.505
C: 1.947 1.287 0.145
H: -0.207 -4.040 2.713
C: 1.544 -1.181 -2.595
C: -0.163 2.253 0.773
C: -1.355 2.254 0.036
C: -3.804 -1.087 -2.633
C: 2.334 0.326 -0.995
C: -3.882 -2.440 -2.912
H: 1.800 -0.747 2.553

Energy ... -6261.9926 a.u.
Frontier orbital gap ... 0.251 hartree
HOMO ... -10.39 eV
Net charge ... +1

These are the Mulliken partial charges, in e, on atoms 1 to 8:
1 H 0.46
2 H 0.47
3 H 0.36
4 C -1.23
5 O -0.63
6 C -0.90
7 H 0.44
8 C 0.14



2.
ORCA calculation (ωB97M-V with the def2-TZVPD basis set) on a molecular structure, C15H34AuNO2P2.

CARTESIAN COORDINATES (ANGSTROEM)
H: 2.443 3.077 1.679
C: -3.081 -3.530 1.129
H: 4.399 3.264 -2.790
C: 3.658 2.650 -2.241
C: -0.961 -3.105 2.434
H: -1.522 -2.756 3.309
H: -1.876 0.234 -0.829
H: 0.956 -1.528 0.426
H: 3.452 1.154 -3.823
C: 3.222 3.008 -0.988
H: -2.917 -4.613 1.200
H: 2.960 0.381 3.479
H: 3.627 3.863 -0.460
H: -0.378 -2.867 -3.425
H: 0.460 -3.207 -1.879
H: 0.670 2.435 3.807
H: -3.856 3.252 1.436
H: 3.039 -0.567 1.976
H: -0.778 2.126 2.823
H: -0.181 0.846 3.915
C: -1.739 -2.791 1.167
O: -3.596 4.017 1.963
P: -0.084 -0.863 -2.118
C: -1.212 -0.055 -3.310
O: 0.509 5.778 0.125
C: 2.162 0.763 -2.161
H: -2.643 3.945 2.062
H: -2.226 0.654 -1.295
C: 2.248 2.195 -0.313
H: 0.001 5.460 0.927
H: -2.795 -1.060 0.411
H: -1.069 1.031 -3.229
C: -0.347 -2.634 -2.353
H: -1.070 -0.404 -4.347
Au: -0.141 -0.270 0.257
H: -3.629 -3.338 0.196
H: -1.300 -2.939 -1.896
H: -2.265 -0.252 -3.074
H: 2.192 -1.329 -2.602
C: 3.144 1.491 -2.864
H: 1.448 -0.344 -3.889
C: 1.553 -0.464 -2.805
C: 0.132 1.657 3.236
P: 1.133 0.951 1.870
C: -1.937 -1.285 1.051
C: 2.052 2.253 1.112
H: -0.800 -4.184 2.525
H: -2.069 -0.773 2.015
C: 2.350 -0.129 2.714
H: -3.721 -3.220 1.965
N: 1.738 1.114 -0.977
H: 0.011 -2.603 2.440
H: 1.817 -0.963 3.203
H: -1.164 -3.123 0.291
H: -0.178 5.629 -0.611

Energy ... -1615.3737 a.u.
Spin multiplicity ... 3
Frontier orbital gap (spin up / spin down) ... 0.239 / 0.194 hartree
HOMO (spin up / spin down) ... -6.12 / -6.15 eV
Energy relative to the best compared isomer or geometry (same formula, charge and spin) ... 0.0 kJ/mol

These are the Mulliken partial charges, in e, on atoms 1 to 8:
1 H 0.40
2 C -1.72
3 H 0.35
4 C -0.32
5 C -1.44
6 H 0.34
7 H -0.07
8 H -0.09



3.
ORCA calculation (ωB97M-V with the def2-TZVPD basis set) on a molecular structure, C3H3Br2F.

CARTESIAN COORDINATES (ANGSTROEM)
C: -0.695 1.259 -0.664
C: 0.997 -1.185 0.760
F: -0.196 1.585 -1.857
H: -0.712 -1.765 -0.622
Br: 0.281 2.119 0.744
C: -0.013 -1.238 -0.018
Br: -2.584 1.527 -0.578
H: 1.383 -0.241 1.137
H: 1.540 -2.061 1.097

Energy ... -5363.7937 a.u.
Spin multiplicity ... 3
Frontier orbital gap (spin up / spin down) ... 0.292 / 0.319 hartree
HOMO (spin up / spin down) ... -7.51 / -10.41 eV
Energy relative to the best compared isomer or geometry (same formula, charge and spin) ... 89.2 kJ/mol

These are the Mulliken partial charges, in e, on atoms 1 to 8:
1 C 0.21
2 C -0.43
3 F -0.15
4 H 0.39
5 Br -0.05
6 C -0.20
7 Br -0.06
8 H 0.05